{"formula": "C22H36N2O2", "method": "ωB97M-V/def2-TZVPD", "e_above_lowest_kcal_mol": 38.8, "spin_multiplicity": 1, "max_force_ha_per_bohr": 0.0106, "gap_ha": 0.3287, "charge": 0, "smiles": "CCCCN(C)C(=O)c1cccc(OC2CCN(CC(C)(C)C)CC2)c1", "elements": ["C", "C", "C", "C", "N", "C", "C", "O", "C", "C", "C", "C", "C", "O", "C", "C", "C", "N", "C", "C", "C", "C", "C", "C", "C", "C", "H", "H", "H", "H", "H", "H", "H", "H", "H", "H", "H", "H", "H", "H", "H", "H", "H", "H", "H", "H", "H", "H", "H", "H", "H", "H", "H", "H", "H", "H", "H", "H", "H", "H", "H", "H"], "positions_angstrom": [[-8.583260, 1.672442, -0.143156], [-7.421244, 1.059925, 0.629361], [-7.229604, -0.411779, 0.272700], [-6.110565, -1.087361, 1.069054], [-4.812445, -0.479009, 0.829236], [-4.238748, 0.306554, 1.892121], [-4.181567, -0.768237, -0.331651], [-4.667532, -1.506349, -1.168988], [-2.849872, -0.109957, -0.547728], [-2.787712, 1.160044, -1.114146], [-1.554822, 1.724903, -1.374300], [-0.382062, 1.049514, -1.077445], [-0.436266, -0.223672, -0.518228], [0.629226, -0.998101, -0.193026], [1.952228, -0.528306, -0.397492], [2.395005, 0.431825, 0.709309], [3.869484, 0.794598, 0.517843], [4.659863, -0.408423, 0.542801], [6.022736, -0.341966, 1.002855], [7.114507, 0.446393, 0.222904], [7.158114, 0.058946, -1.255202], [8.457795, 0.081418, 0.867143], [6.919511, 1.959569, 0.345667], [4.325581, -1.299139, -0.540423], [2.871165, -1.748500, -0.387109], [-1.684754, -0.795781, -0.260323], [-8.408356, 1.595680, -1.213781], [-8.703335, 2.723053, 0.111831], [-9.511262, 1.154427, 0.088909], [-7.610641, 1.154697, 1.702288], [-6.508301, 1.611911, 0.396176], [-8.157556, -0.955559, 0.461521], [-6.995847, -0.503964, -0.788563], [-6.054063, -2.136539, 0.762195], [-6.317685, -1.037627, 2.139869], [-3.304319, 0.753983, 1.561885], [-4.925833, 1.100749, 2.190539], [-4.036074, -0.323126, 2.764398], [-3.697373, 1.690715, -1.350897], [-1.497084, 2.709599, -1.814841], [0.561084, 1.525070, -1.295474], [2.027529, -0.034471, -1.377883], [2.267181, -0.070513, 1.669022], [1.781586, 1.334365, 0.708629], [4.192081, 1.447552, 1.330219], [3.971459, 1.346839, -0.435678], [5.990918, 0.070622, 2.018186], [6.363968, -1.378653, 1.085031], [8.031224, 0.503723, -1.729525], [6.275905, 0.415799, -1.779614], [7.220143, -1.020546, -1.371159], [8.664226, -0.980729, 0.754880], [9.267570, 0.636490, 0.398669], [8.451103, 0.318653, 1.928781], [6.832767, 2.253221, 1.389731], [7.774841, 2.479352, -0.082486], [6.029864, 2.290552, -0.181370], [4.982772, -2.169248, -0.500430], [4.438748, -0.826796, -1.532310], [2.594184, -2.425849, -1.195480], [2.743984, -2.269625, 0.561541], [-1.717263, -1.787538, 0.162894]], "atomic_forces_ev_per_a": [[0.1934, 0.0282, 0.1668], [-0.1828, -0.1898, -0.1764], [0.2291, 0.1487, 0.2819], [-0.2850, -0.2330, -0.4049], [-0.1193, -0.0050, 0.0875], [0.1638, 0.1267, 0.2098], [0.1205, 0.1270, 0.1453], [-0.0499, -0.1794, -0.2309], [0.2731, -0.0218, -0.2916], [-0.0644, -0.0191, 0.0300], [-0.1481, -0.0058, 0.0199], [0.3602, -0.1100, 0.0142], [-0.3001, 0.0448, 0.0309], [-0.1433, -0.1166, -0.0119], [0.4592, 0.0453, 0.1928], [-0.0779, 0.0737, -0.3064], [-0.2999, -0.0254, 0.1720], [0.0496, 0.0807, -0.1570], [0.2804, 0.1403, -0.0842], [0.0244, -0.0544, 0.0667], [-0.0701, 0.0574, 0.2471], [-0.2690, 0.0416, -0.0791], [-0.0234, -0.2371, -0.0362], [-0.2706, -0.2109, 0.0703], [-0.1174, 0.2292, -0.2453], [0.0593, 0.0655, 0.0055], [-0.0323, 0.0123, -0.1358], [-0.0849, 0.1004, -0.0398], [-0.1279, -0.0281, -0.0139], [0.0797, 0.0455, 0.0559], [0.0678, 0.0275, 0.0930], [-0.0621, -0.0465, -0.0385], [-0.0570, -0.0660, -0.0315], [-0.0066, 0.0722, 0.1457], [0.0464, -0.0093, -0.0093], [-0.0705, 0.0194, 0.1092], [0.0313, 0.0162, 0.0116], [0.0060, 0.0569, 0.0119], [-0.1020, 0.0614, -0.0301], [0.0109, 0.0687, -0.0364], [0.1024, 0.0045, 0.0148], [-0.0308, -0.0477, 0.0752], [-0.0110, -0.0040, 0.0369], [-0.0321, 0.0163, 0.0088], [0.0232, 0.0636, -0.0687], [0.0693, 0.0494, 0.0905], [0.1089, -0.0468, 0.0340], [0.0602, 0.0050, 0.0578], [0.0887, 0.0381, -0.0770], [-0.1197, 0.0071, -0.1027], [0.0158, -0.1569, -0.0763], [0.0512, -0.1455, 0.0083], [0.1003, 0.0641, -0.0385], [0.0450, 0.0182, 0.1647], [-0.0069, 0.0823, 0.1405], [0.0800, 0.0882, -0.0469], [-0.1141, 0.0872, -0.0488], [0.0230, 0.0279, -0.0672], [0.0867, -0.0638, 0.0284], [-0.0417, -0.0242, -0.0351], [0.0096, -0.0485, 0.0399], [0.0015, -0.1458, 0.0525]]}